[1]
Density functional theory data (the ωB97M-V functional and the def2-TZVPD basis) for an isolated molecule of C2H2S at a distorted geometry.

Geometry as XYZ:
```
5
Properties=species:S:1:pos:R:3:forces:R:3
C -0.51884 1.19507 0.47555 0.7 -3.1 0.9
C -0.23965 -0.60897 0.36276 -0.7 2.6 0.4
S -1.75027 -0.23010 -0.08604 0.9 -0.7 -0.1
H -0.02658 1.52891 -0.43248 0.1 -0.2 -0.8
H 0.35343 -1.54978 0.58422 -0.9 1.3 -0.5
```
Forces are in eV/Å.

The energy relative to the best compared isomer or geometry (same formula, charge and spin) comes out at 4.264 eV. The total energy comes out at -475.3790 Eh. The calculation puts the HOMO energy at -8.3 eV. The charge is 0. As for the SMILES: C1=CS1. The lowest unoccupied orbital energy is -1.0 eV.

***

[2]
Density functional theory data (the ωB97M-V functional and the def2-TZVPD basis) for a cluster of 3 separate species, C5H17NO2 in total at a distorted geometry.

Geometry as XYZ:
```
25
Properties=species:S:1:pos:R:3:forces:R:3
C -3.21366 -0.40589 -0.87977 -1.3 -1.8 -0.9
C -2.32936 -1.07176 0.17499 2.7 0.7 1.5
C -3.24988 -1.50594 1.42914 3.4 -0.8 -0.8
C -1.33989 0.13089 0.71605 -1.6 0.0 -3.7
C -0.34131 0.62713 -0.38706 0.8 2.1 0.5
N 1.22489 0.60907 -0.05945 -3.3 -0.8 0.0
H -2.91933 -0.60822 -1.95050 0.3 1.2 1.2
H -4.29632 -0.73094 -0.94141 1.1 -0.4 0.6
H -3.31424 0.56586 -0.45088 0.0 1.4 -1.0
H -1.46859 -1.80970 -0.30681 -2.8 1.0 1.5
H -3.68989 -0.66200 1.91689 -0.4 0.7 -0.1
H -3.95936 -2.17138 1.03642 -1.3 -0.9 -0.2
H -2.65531 -2.04908 2.21335 -0.4 0.5 -0.8
H -1.91807 1.00428 1.02251 -0.3 -0.3 0.2
H -0.64975 -0.06686 1.42073 1.6 -1.6 3.3
H -0.52714 0.01243 -1.26061 0.3 0.6 -0.6
H -0.55895 1.77907 -0.45749 0.5 -2.3 -0.9
H 1.16290 1.20805 0.76081 0.9 -0.3 0.3
H 1.41579 -0.36511 0.25489 0.0 1.0 0.0
O 4.15707 -0.77010 -2.43071 2.0 1.9 3.3
H 4.27675 -0.72620 -1.36625 -0.5 -0.1 -3.9
H 4.77185 -0.00789 -2.71194 -1.4 -1.7 0.6
O 6.63358 2.15039 0.41459 0.3 -1.5 3.7
H 6.62502 1.88580 1.44916 0.0 1.0 -3.8
H 6.16322 2.97811 0.39333 -0.3 0.5 0.0
```
Forces are in eV/Å.

The energy relative to the best compared isomer or geometry (same formula, charge and spin) comes out at 3.297 eV. The total energy comes out at -405.8213 Eh. The calculation puts the HOMO energy at -9.5 eV. The charge is 0. As for the SMILES: CC(C)CCN.O.O. The lowest unoccupied orbital energy is 0.6 eV.

***

[3]
Density functional theory data (the ωB97M-V functional and the def2-TZVPD basis) for an isolated molecule of C21H25N3O2.

Geometry as XYZ:
```
51
Properties=species:S:1:pos:R:3:forces:R:3
C -3.07788 -1.45758 2.22242 0.0 0.0 -0.1
C -2.39610 -1.60233 0.89522 -0.1 -0.1 -0.1
C -3.14627 -1.91103 -0.23094 0.0 -0.1 -0.1
C -2.54081 -2.03654 -1.46557 -0.1 -0.1 0.0
C -1.17467 -1.87543 -1.58104 0.1 -0.1 0.0
C -0.40013 -1.57371 -0.46407 -0.3 0.0 0.0
N 0.98990 -1.36964 -0.57499 0.0 0.0 -0.1
C 1.86478 -2.39454 -0.04017 0.0 -0.1 0.0
C 3.28020 -1.78800 0.13058 0.1 -0.1 0.2
N 3.21814 -0.36825 -0.15194 0.4 -0.3 -0.2
C 3.17768 0.49046 0.88738 0.1 0.4 -0.1
O 3.43696 0.14217 2.02662 -0.1 0.0 0.4
C 2.73006 1.93284 0.62533 0.2 0.0 0.0
N 1.28395 1.95854 0.62978 0.1 0.0 0.3
C 0.52980 2.14068 -0.47830 0.0 0.1 0.2
O 1.01286 2.41872 -1.56296 0.0 0.0 -0.3
C -0.93548 1.96583 -0.26782 -0.3 0.0 -0.1
C -1.69805 1.51609 -1.34069 0.1 0.1 0.0
C -3.05631 1.30840 -1.19825 0.0 0.0 0.0
C -3.67113 1.56666 0.01464 0.0 0.1 0.0
C -2.92509 2.04612 1.07832 -0.1 0.0 0.1
C -1.56272 2.24222 0.94309 0.1 0.0 -0.1
C 2.82695 -0.11307 -1.51764 0.0 0.1 -0.2
C 1.50928 -0.86810 -1.82619 0.0 0.0 0.0
C -1.01778 -1.41466 0.78397 0.0 0.0 0.0
C -0.22601 -1.02287 1.99670 -0.1 0.0 -0.1
H -2.61096 -2.09619 2.97072 0.0 0.0 0.1
H -4.12798 -1.72651 2.14271 -0.1 0.0 0.0
H -3.01443 -0.42792 2.57395 0.0 0.1 0.1
H -4.21355 -2.04975 -0.13798 -0.1 0.0 0.0
H -3.13039 -2.27397 -2.33894 -0.1 0.0 -0.1
H -0.70427 -1.99672 -2.54487 0.1 0.0 -0.1
H 1.47031 -2.73806 0.91491 0.0 0.0 0.0
H 1.91249 -3.26456 -0.71858 -0.1 0.0 0.1
H 3.98910 -2.25010 -0.56150 0.0 0.0 0.0
H 3.64350 -1.91190 1.15075 0.0 -0.1 -0.2
H 3.08218 2.34550 -0.31920 -0.1 0.0 0.1
H 3.10500 2.54380 1.45240 0.0 -0.2 -0.2
H 0.84467 1.61084 1.46750 -0.1 0.0 -0.1
H -1.20818 1.33548 -2.28537 0.1 0.0 -0.1
H -3.63678 0.94830 -2.03389 0.0 -0.1 -0.1
H -4.73261 1.40581 0.12970 -0.1 0.0 0.0
H -3.40891 2.27418 2.01748 0.0 0.0 0.1
H -1.00027 2.64363 1.77448 0.1 0.0 0.1
H 3.63112 -0.46786 -2.17208 -0.1 0.1 0.0
H 2.68242 0.94893 -1.69560 0.0 -0.1 0.0
H 0.78868 -0.17498 -2.25862 0.0 0.0 -0.1
H 1.70116 -1.67807 -2.54998 -0.1 0.0 0.0
H 0.77157 -0.69580 1.72244 0.1 0.0 0.0
H -0.13457 -1.85970 2.69041 0.1 0.0 0.1
H -0.73148 -0.21622 2.52620 0.0 0.1 0.1
```
Forces are in eV/Å.

The energy relative to the best compared isomer or geometry (same formula, charge and spin) comes out at 0.959 eV. The total energy comes out at -1130.0179 Eh. The calculation puts the HOMO energy at -8.1 eV. The charge is 0. As for the SMILES: Cc1cccc(N2CCN(C(=O)CNC(=O)c3ccccc3)CC2)c1C. The lowest unoccupied orbital energy is 0.8 eV.

***

[4]
Density functional theory data (the ωB97M-V functional and the def2-TZVPD basis) for a cluster of 5 separate species, C22H35F2N7O9 in total at a distorted geometry.

Geometry as XYZ:
```
75
Properties=species:S:1:pos:R:3:forces:R:3
N 4.12141 -1.51778 2.40709 -0.1 0.1 -1.5
C 3.04399 -0.95087 1.57615 -0.9 0.8 1.3
O 1.86125 -1.64273 2.02869 0.0 0.6 0.7
C 1.53610 -1.09632 3.29544 -0.9 -0.6 0.5
O 0.70389 -1.59436 4.01771 2.3 1.3 -1.5
O 2.28219 0.07486 3.52665 -1.4 -1.6 -1.5
C 2.67529 0.46974 2.19389 2.6 -0.2 2.0
C 4.02883 1.24530 2.34283 1.8 1.3 -1.0
C 4.96469 1.26074 1.22329 0.5 0.2 -0.2
C 6.28734 1.90817 1.22684 -2.2 0.4 3.6
C 6.57175 2.58927 2.51941 -2.0 -1.7 -1.7
C 5.51884 2.51686 3.52950 1.5 0.7 0.1
N 4.31776 1.89294 3.50311 0.9 -0.2 -1.9
N 1.47788 1.17767 1.68215 1.1 0.8 -1.9
C 1.11414 2.33241 2.49530 -0.9 0.6 1.5
O 0.20190 2.23531 3.23916 0.2 0.0 -0.4
F 1.79611 3.51736 2.48041 0.0 -1.9 -1.0
C 1.57798 1.49102 0.27788 0.2 -0.3 -0.9
O 2.07364 2.44277 -0.20894 -0.4 -0.1 0.2
F 1.05851 0.51454 -0.56924 0.5 0.7 1.9
H 3.89156 -2.50762 2.54745 0.3 0.4 -0.1
H 5.01127 -1.43889 1.90956 -0.2 -0.2 0.4
H 3.22521 -0.88208 0.47198 -0.7 -0.7 0.9
H 4.65466 0.72633 0.28427 0.4 0.6 1.0
H 6.99026 1.90257 0.36740 -0.8 -0.1 0.8
H 7.53738 3.12235 2.69741 -1.2 -0.5 0.0
H 5.74324 3.07002 4.48358 -0.4 -0.7 -1.0
C -1.71297 -0.35845 2.24220 0.4 -0.3 -0.3
N -2.29559 -1.43455 1.46280 -0.5 0.0 0.0
C -3.60940 -1.72442 1.28083 0.2 -0.2 -0.2
C -4.62490 -0.84147 1.95643 -0.1 0.0 0.0
O -3.93643 -2.67906 0.58488 0.0 0.0 0.0
H -1.10731 0.25493 1.57209 0.0 0.2 0.2
H -1.06300 -0.79027 3.00225 -0.2 0.3 0.1
H -2.46526 0.26684 2.71472 0.0 -0.1 -0.1
H -1.67366 -2.06726 0.98106 0.0 0.1 0.1
H -5.62567 -1.19677 1.71886 0.1 -0.1 0.0
H -4.49225 -0.87776 3.03901 0.0 0.2 0.0
H -4.52742 0.18522 1.59858 0.0 0.0 0.2
C -2.64568 -1.45448 -3.28880 0.0 -0.3 -0.5
N -1.84581 -0.97513 -4.40074 0.2 0.4 0.2
C -1.05552 0.13043 -4.45096 0.1 -0.2 -0.6
C -0.97213 0.99332 -3.21846 0.0 0.1 0.0
O -0.44081 0.39649 -5.47439 0.0 0.1 0.2
H -2.30994 -2.45950 -3.02725 -0.2 0.0 0.2
H -3.68898 -1.49989 -3.60591 -0.1 0.0 0.3
H -2.56352 -0.81100 -2.41716 0.0 0.0 -0.1
H -1.85314 -1.50379 -5.26031 0.0 0.0 0.1
H -0.30706 1.83418 -3.40823 0.0 -0.1 -0.1
H -1.96081 1.38341 -2.96803 0.0 -0.1 0.2
H -0.57002 0.41613 -2.38508 -0.2 0.1 0.1
C -1.16980 -5.19260 1.55561 -0.4 0.4 -0.2
N -2.60334 -5.24081 1.74705 -0.1 -0.4 0.3
C -3.32540 -6.16981 2.43028 -0.3 0.3 -0.1
C -2.57298 -7.30380 3.08149 0.0 -0.1 0.1
O -4.54059 -6.07250 2.50330 0.1 -0.1 0.1
H -0.79518 -4.25297 1.96994 0.3 -0.1 0.0
H -0.96186 -5.21679 0.48314 0.3 0.0 0.0
H -0.66284 -6.02410 2.03814 -0.1 0.0 0.0
H -3.16764 -4.50721 1.33446 0.0 0.1 -0.1
H -3.27832 -7.96083 3.58662 0.0 0.1 -0.1
H -2.03942 -7.88377 2.32590 0.1 0.0 0.1
H -1.87194 -6.91353 3.82186 0.1 -0.1 -0.1
C -1.39939 4.36041 -6.06486 0.2 0.2 -0.6
N -0.67467 5.61592 -6.02474 0.0 0.1 0.5
C -0.28598 6.32586 -4.93138 0.2 0.3 -0.3
C -0.63390 5.76978 -3.57375 0.0 0.0 0.1
O 0.32344 7.37588 -5.06598 0.0 -0.1 0.1
H -0.78407 3.62825 -6.59055 -0.2 -0.2 0.1
H -2.32583 4.51730 -6.62116 -0.1 -0.3 0.1
H -1.63446 3.98662 -5.07220 0.1 0.1 0.0
H -0.40932 6.04513 -6.89852 0.0 -0.1 0.1
H -0.26073 6.44159 -2.80324 0.0 0.0 -0.2
H -1.71735 5.68831 -3.46747 0.0 -0.2 0.0
H -0.16684 4.79239 -3.43720 -0.2 0.0 0.0
```
Forces are in eV/Å.

The total energy comes out at -2119.4964 Eh. The calculation puts the HOMO energy at -9.0 eV. The charge is 0. As for the SMILES: N[C@H]1OC(=O)O[C@]1(c1ccccn1)N(C(=O)F)C(=O)F.CNC(C)=O.CNC(C)=O.CNC(C)=O.CNC(C)=O. The lowest unoccupied orbital energy is -0.5 eV.

***

[5]
Density functional theory data (the ωB97M-V functional and the def2-TZVPD basis) for a structure of composition C51H47BrCl2N7NaOP2S.

Geometry as XYZ:
```
113
Properties=species:S:1:pos:R:3:forces:R:3
Na -0.46680 -0.48192 -0.31113 -0.5 0.2 0.1
C 0.53443 2.36323 -1.44887 0.1 0.1 0.0
P 1.46231 0.89319 -2.08204 -0.1 0.0 0.0
C 0.46963 0.63930 -3.64095 0.0 -0.1 0.1
C -0.98915 -0.95806 -3.95244 0.0 0.0 0.0
C -2.04327 -1.08976 -5.00547 0.0 0.0 0.0
C -1.98021 -0.37200 -6.12261 0.0 0.0 0.0
C -0.85362 0.57304 -6.36940 0.0 0.0 0.0
C 0.58229 1.45883 -4.94950 0.0 0.0 0.0
C 2.99609 1.61676 -2.78242 0.0 0.0 0.0
C 3.48277 2.86546 -2.39750 0.0 0.0 0.0
C 4.64927 3.37016 -2.95512 0.0 0.0 0.0
C 5.35342 2.63730 -3.90226 0.0 0.0 0.0
C 4.88637 1.38701 -4.28043 0.0 0.0 0.0
C 3.72224 0.88101 -3.71808 0.0 0.0 0.0
C 0.99567 2.58801 -0.03584 0.1 -0.1 0.0
C 0.45438 3.32327 1.01232 0.0 0.1 0.0
C 1.32903 3.12008 2.10988 0.0 0.0 0.0
C 2.33265 2.27683 1.64911 0.0 -0.1 -0.1
C 3.45994 1.60439 2.36849 0.1 0.0 -0.2
P 3.12194 -0.22341 2.36102 0.0 0.1 0.1
C 4.28364 -0.81054 3.67957 0.0 0.0 -0.1
C 5.49132 -0.18382 3.99169 0.0 0.0 0.0
C 6.31268 -0.67473 4.99558 0.0 0.0 0.0
C 5.93954 -1.81051 5.70530 0.0 0.0 0.0
C 4.74213 -2.44224 5.40585 0.0 0.0 0.0
C 3.91691 -1.94353 4.40390 0.0 0.0 0.0
C 4.06858 -0.81875 0.89032 0.0 0.0 -0.1
C 5.27056 -0.28651 0.42827 0.0 0.0 0.0
C 5.90007 -0.81048 -0.68993 0.0 0.0 0.0
C 5.34041 -1.88826 -1.36507 0.0 0.0 0.0
C 4.14837 -2.43293 -0.91429 0.0 0.0 0.0
C 3.51737 -1.89559 0.20044 0.0 0.0 0.0
N 2.13128 1.94528 0.34934 0.0 0.0 -0.1
H -0.53143 2.13000 -1.47858 -0.1 0.0 0.0
H 0.68834 3.22848 -2.10835 0.0 0.0 0.0
H -1.02707 -1.78046 -3.23859 0.0 0.0 0.0
H -2.87046 -1.76736 -4.82796 0.0 0.0 0.0
H -2.76604 -0.45511 -6.86642 0.0 0.0 0.0
H -0.77307 0.80522 -7.43194 0.0 0.0 0.0
H 1.41549 2.15602 -5.00537 0.0 0.0 0.0
H 2.96458 3.42133 -1.62727 0.0 0.0 0.0
H 5.01657 4.33904 -2.63702 0.0 0.0 0.0
H 6.26692 3.03273 -4.33158 0.0 0.0 0.0
H 5.43476 0.79377 -5.00349 0.0 0.0 0.0
H 3.38006 -0.10770 -4.00430 0.0 0.1 0.0
H -0.45414 3.90951 0.99566 0.0 0.0 0.0
H 1.21805 3.51035 3.11283 0.0 0.0 0.0
H 3.56070 1.94160 3.40194 -0.1 0.0 0.0
H 4.39972 1.81815 1.85073 0.1 0.0 0.1
H 5.79099 0.70552 3.44920 0.0 0.0 0.0
H 7.24541 -0.17172 5.22517 0.0 0.0 0.0
H 6.58084 -2.19750 6.48895 0.0 0.0 0.0
H 4.43820 -3.32796 5.95095 0.0 0.0 0.0
H 2.98162 -2.44430 4.17410 0.0 0.0 0.0
H 5.72269 0.55550 0.93818 0.0 0.0 0.0
H 6.82563 -0.37022 -1.04273 0.0 0.0 0.0
H 5.82668 -2.29174 -2.24577 0.0 0.0 0.0
H 3.69798 -3.26829 -1.43649 0.0 0.0 0.0
H 2.58199 -2.31676 0.55184 0.0 0.0 0.0
N -2.62574 -1.87983 -0.84517 0.0 0.0 0.0
C -2.27984 -3.23409 -0.42139 0.0 0.0 0.0
C -1.02986 -3.72462 -1.14451 0.0 0.0 0.0
N 0.09528 -2.83843 -0.84749 0.0 0.0 0.1
H -2.82968 -1.25897 -0.06911 0.0 0.0 0.0
H -3.40662 -1.84322 -1.48396 0.0 0.0 0.0
H -3.09171 -3.95232 -0.59462 0.0 0.0 0.0
H -2.07668 -3.24808 0.65221 0.0 0.0 0.0
H -1.20854 -3.71667 -2.22593 0.0 0.0 0.0
H -0.83588 -4.76517 -0.85106 0.0 0.0 0.0
H 0.88558 -3.03438 -1.44979 0.0 0.0 0.0
H 0.38431 -3.02232 0.11837 0.0 -0.1 0.0
Cl -3.59216 3.79241 -0.63091 0.0 0.0 0.0
C -3.42743 2.85707 0.83817 0.0 0.0 0.0
C -3.89237 3.40895 2.03234 0.0 0.0 0.0
C -3.78485 2.72172 3.20794 0.0 0.0 0.0
Cl -4.39398 3.44951 4.68619 0.0 0.0 0.0
C -3.19725 1.43340 3.24054 0.0 0.0 0.0
C -3.04778 0.64951 4.40593 0.0 0.0 0.0
C -2.47022 -0.58492 4.32152 0.0 0.0 0.0
C -2.03347 -1.05357 3.06834 0.1 0.0 0.0
N -2.15752 -0.34733 1.96900 0.1 0.0 0.0
C -2.72432 0.88112 2.02750 0.0 0.0 0.0
C -2.81912 1.59158 0.74751 0.1 -0.1 0.0
O -2.38953 1.06548 -0.31318 0.1 0.0 -0.1
H -4.33956 4.39425 2.01926 0.0 0.0 0.0
H -3.38767 1.04430 5.35457 0.0 0.0 0.0
H -2.33010 -1.20389 5.19818 0.0 0.0 0.0
H -1.54967 -2.02214 2.97313 0.0 0.0 0.0
Br 1.65992 -2.16127 -4.34428 0.0 0.0 0.0
C 0.42294 -0.67036 -4.48034 0.1 -0.1 0.0
C 0.51644 0.14956 -5.77830 0.0 0.0 0.0
C -0.79129 1.91505 -5.51246 0.0 0.0 0.0
C -1.85593 2.12816 -4.49004 0.0 0.0 0.0
C -1.92278 1.33571 -3.42547 0.1 0.0 0.0
N -0.92927 0.34158 -3.20479 0.0 0.1 0.0
H 1.28697 -0.16219 -6.47878 0.0 0.0 0.0
H -0.70078 2.77696 -6.17394 0.0 0.0 0.0
H -2.57713 2.92764 -4.61255 0.0 0.0 0.0
H -2.66472 1.42950 -2.64093 0.0 0.0 0.0
C -4.02421 -5.49810 2.73271 0.0 0.0 0.0
C -2.62066 -5.55299 3.27233 0.0 0.0 0.0
C -2.27105 -6.39636 4.32075 0.0 0.0 0.0
C -0.94630 -6.31818 4.73038 0.0 0.0 0.0
N -0.05244 -5.51237 4.19518 0.0 0.0 0.0
C -0.46738 -4.71031 3.17113 -0.1 0.0 0.0
S 0.63318 -3.60919 2.46633 0.2 0.0 0.1
N -1.74793 -4.73767 2.70497 0.0 0.0 0.0
H -4.62356 -6.34205 3.07716 0.0 0.0 0.0
H -3.99962 -5.48451 1.64327 0.0 0.0 0.0
H -4.50488 -4.57262 3.05652 0.0 0.0 0.0
H -2.98006 -7.06773 4.78648 0.0 0.0 0.0
H -0.59066 -6.94859 5.54479 0.0 0.0 0.0
```
Forces are in eV/Å.

The total energy comes out at -7167.8470 Eh. The calculation puts the HOMO energy at -1.6 eV. The charge is -2. The lowest unoccupied orbital energy is 3.5 eV.

***

[6]
Density functional theory data (the ωB97M-V functional and the def2-TZVPD basis) for an isolated molecule of C3H4N2OS2 at a distorted geometry.

Geometry as XYZ:
```
12
Properties=species:S:1:pos:R:3:forces:R:3
C 1.38562 -0.70240 0.11504 -3.2 0.5 -0.8
C 1.00008 -2.06316 0.02608 0.2 0.5 0.5
C -1.20684 -0.89867 -0.49009 2.4 2.2 1.0
N 0.60602 0.33222 0.06811 -2.0 -2.9 -1.1
N -2.11230 1.51094 -0.07513 -1.0 -2.5 3.4
O -3.34399 -0.52533 0.87100 -0.9 -0.1 0.5
S -0.63904 -2.37049 -0.13848 0.4 0.3 -0.4
S -2.82297 -0.05959 -0.40168 2.1 0.9 0.4
H 2.39904 -0.51845 -0.02034 2.2 0.5 0.5
H 1.77559 -2.78496 0.16306 -0.2 -0.9 -0.1
H -1.64441 1.85718 -0.83717 1.3 1.0 -2.6
H -1.35283 1.32678 0.64881 -1.3 0.3 -1.1
```
Forces are in eV/Å.

The energy relative to the best compared isomer or geometry (same formula, charge and spin) comes out at 6.485 eV. The total energy comes out at -1097.6162 Eh. The calculation puts the HOMO energy (spin up / spin down) at -8.8 / -8.8 eV. The charge is 0. The lowest unoccupied orbital energy (spin up / spin down) is -1.2 / -1.1 eV.

***

Number 5 is which compound?
C51H47BrCl2N7NaOP2S

***

What is the charge in the second record?
0

***

Which of these has the lowest charge?
C51H47BrCl2N7NaOP2S